{
  "formula": "C14H22BrCsN6O3SSe",
  "method": "ωB97M-V with the def2-TZVPD basis set",
  "elements": ["Cs", "N", "C", "C", "N", "C", "C", "N", "C", "C", "N", "H", "H", "H", "H", "H", "H", "H", "H", "H", "H", "H", "H", "H", "H", "H", "H", "H", "H", "Se", "C", "N", "O", "S", "N", "Br", "C", "C", "C", "C", "C", "C", "C", "O", "O", "H", "H", "H", "H"],
  "coordinates": [[-1.1728, -1.6464, 0.2150], [-0.9809, 1.5503, 0.7559], [-0.2179, 2.6993, 1.1693], [0.4280, 2.4810, 2.5343], [1.2429, 1.2995, 2.6154], [2.4628, 1.3293, 1.8650], [2.9920, -0.0380, 1.4501], [2.0333, -0.7909, 0.6726], [1.2989, 0.6283, 3.8913], [0.6231, -0.7404, 3.8923], [-0.8238, -0.5803, 3.8513], [-1.2614, 1.5739, -0.2137], [-1.7892, 1.3837, 1.3439], [-0.8030, 3.6356, 1.2380], [0.5538, 2.8804, 0.4153], [-0.3699, 2.3839, 3.2734], [0.9923, 3.4059, 2.7923], [3.2803, 1.8411, 2.4242], [2.3010, 1.9210, 0.9623], [3.2357, -0.6134, 2.3506], [3.9503, 0.1391, 0.9284], [2.3935, -1.7064, 0.4366], [1.7877, -0.3211, -0.1972], [0.8024, 1.2531, 4.6463], [2.3441, 0.5270, 4.2276], [0.9800, -1.3108, 4.7655], [0.9137, -1.3042, 3.0062], [-1.2312, -0.5116, 4.7754], [-1.2540, -1.3814, 3.4063], [-7.6137, 0.5692, 1.8291], [-5.8827, -0.0439, 1.3478], [-4.8261, -0.4142, 1.0546], [0.0359, -6.0850, 1.4503], [-0.7164, -4.8151, 1.2651], [-0.5060, -3.5987, 2.0441], [-1.2196, -0.4242, -8.8319], [-0.7900, -0.4147, -6.9788], [-1.8095, -0.3981, -6.0456], [-1.4865, -0.3891, -4.6969], [-0.1642, -0.3958, -4.2824], [0.8455, -0.4133, -5.2430], [0.5434, -0.4237, -6.5929], [0.1821, -0.3752, -2.7923], [1.3909, -0.3569, -2.4875], [-0.7823, -0.3842, -1.9985], [-2.8414, -0.3921, -6.3708], [-2.2623, -0.3758, -3.9428], [1.8654, -0.4181, -4.8809], [1.3256, -0.4384, -7.3407]],
  "mulliken_charge": [1.070, -0.246, -0.988, -0.915, 1.087, -0.848, -0.989, -0.063, -1.276, -0.470, -0.428, 0.117, 0.185, 0.415, 0.396, 0.480, 0.223, 0.250, 0.317, 0.434, 0.443, 0.165, -0.007, 0.462, 0.362, 0.308, 0.278, 0.179, 0.166, -0.516, 0.112, -0.574, -0.598, 0.102, -0.482, -0.251, 0.222, -0.473, -0.301, -0.184, -0.243, -0.458, 0.438, -0.844, -0.676, 0.400, 0.431, 0.405, 0.383],
  "energy_ha": -6494.7981,
  "total_charge": -2
}

---

{
  "formula": "C14H22Cl2F8O3",
  "method": "ωB97M-V with the def2-TZVPD basis set",
  "elements": ["F", "C", "F", "C", "F", "F", "C", "O", "C", "F", "F", "C", "F", "F", "H", "H", "H", "H", "C", "C", "C", "O", "C", "H", "H", "H", "H", "H", "H", "H", "H", "C", "C", "C", "O", "C", "H", "H", "H", "H", "H", "H", "H", "H", "Cl", "C", "Cl", "H", "H"],
  "coordinates": [[17.2873, 20.7698, -10.7952], [16.6847, 19.5442, -10.8700], [16.9885, 18.9058, -9.6839], [15.2276, 19.6295, -11.2947], [14.7127, 18.5121, -11.7661], [14.9233, 20.6475, -12.0645], [14.3913, 19.8823, -10.0570], [14.5416, 18.8830, -8.9970], [14.3280, 19.3433, -7.7512], [15.0792, 20.4087, -7.4068], [13.0325, 19.6236, -7.5756], [14.7681, 18.2306, -6.7034], [14.5498, 18.6097, -5.4958], [14.1622, 17.0583, -6.8541], [17.2295, 19.0054, -11.6452], [13.3325, 19.7669, -10.2888], [14.6466, 20.8401, -9.6037], [15.8318, 18.0583, -6.8677], [19.5118, 16.2591, -21.1476], [20.5921, 16.9793, -20.3067], [19.7551, 17.7424, -19.2765], [18.5377, 17.9968, -19.9630], [18.3246, 17.2283, -21.1422], [19.3788, 15.3227, -20.6058], [19.8826, 16.0381, -22.1485], [21.1960, 17.6588, -20.9082], [21.3453, 16.3745, -19.8017], [20.2593, 18.6676, -18.9973], [19.5283, 17.0570, -18.4599], [18.2773, 17.8516, -22.0351], [17.4734, 16.5717, -20.9623], [19.6219, 15.6658, -12.1924], [20.9180, 15.9891, -11.4688], [20.5646, 17.2480, -10.7642], [19.8478, 18.0058, -11.7898], [19.2201, 17.0416, -12.6685], [18.8912, 15.1730, -11.5511], [19.7995, 15.0214, -13.0534], [21.8288, 16.1657, -12.0409], [21.1350, 15.3024, -10.6506], [21.4349, 17.8351, -10.4711], [19.9130, 17.0285, -9.9184], [19.6418, 17.2464, -13.6525], [18.1493, 17.2013, -12.7953], [18.2450, 18.0056, -16.2197], [16.8642, 17.2278, -15.4155], [16.3135, 18.2416, -14.0718], [16.0629, 17.0702, -16.1374], [17.0574, 16.2291, -15.0240]],
  "nbo_charge": [-0.322, 0.502, -0.323, 0.592, -0.303, -0.292, -0.139, -0.511, 0.843, -0.330, -0.329, 0.526, -0.305, -0.325, 0.162, 0.218, 0.211, 0.124, -0.433, -0.424, -0.067, -0.549, -0.070, 0.202, 0.215, 0.196, 0.210, 0.191, 0.167, 0.181, 0.181, -0.442, -0.432, -0.063, -0.548, -0.089, 0.211, 0.218, 0.213, 0.212, 0.194, 0.163, 0.176, 0.178, -0.010, -0.398, -0.029, 0.229, 0.221],
  "smiles": "FC(F)C(F)(F)COC(F)(F)C(F)F.C1CCOC1.C1CCOC1.ClCCl",
  "energy_ha": -2491.5873,
  "total_charge": 0
}

---

{
  "formula": "C14H22ClCuO8",
  "method": "ωB97M-V with the def2-TZVPD basis set",
  "elements": ["Cu", "Cl", "O", "C", "C", "O", "H", "H", "H", "H", "O", "C", "O", "C", "C", "C", "H", "H", "H", "H", "H", "H", "O", "C", "O", "C", "C", "C", "H", "H", "H", "H", "H", "H", "O", "C", "O", "C", "C", "C", "H", "H", "H", "H", "H", "H"],
  "coordinates": [[3.5370, -0.2703, -0.7635], [7.2885, 1.5986, -2.3519], [4.7996, -4.5251, -3.2599], [4.9782, -5.8135, -2.7393], [5.8704, -6.8763, -3.5398], [6.9914, -6.4354, -4.1744], [4.0456, -6.3497, -2.5635], [5.3281, -5.7116, -1.7120], [5.2666, -7.5123, -4.1871], [6.2267, -7.6592, -2.8703], [0.4612, 2.1631, -4.0580], [-0.1267, 3.1848, -4.4026], [-0.3288, 3.4287, -5.6669], [-0.9043, 4.7635, -5.9011], [-1.4528, 5.1233, -4.5739], [-0.8316, 4.2596, -3.5445], [-1.6647, 4.7104, -6.6803], [-0.0892, 5.3748, -6.2883], [-2.5337, 5.0538, -4.6968], [-1.3042, 6.1904, -4.4082], [-1.5147, 3.5925, -3.0187], [-0.2170, 4.7593, -2.7958], [-0.9965, -2.6310, 0.8702], [-2.0430, -3.1895, 1.1638], [-2.1946, -3.9395, 2.2118], [-3.6526, -4.3165, 2.4014], [-4.1693, -4.2019, 1.0821], [-3.3598, -3.1234, 0.3653], [-4.2119, -3.7545, 3.1494], [-3.7574, -5.3572, 2.7078], [-5.2513, -4.0939, 1.0058], [-4.0548, -5.1924, 0.6418], [-3.7291, -2.1094, 0.5188], [-3.2908, -3.2319, -0.7171], [1.5448, 2.4070, 4.1939], [0.6609, 2.8986, 4.8339], [-0.6445, 2.5155, 4.7558], [-1.4914, 3.1152, 5.6392], [-0.5931, 3.8930, 6.5138], [0.7897, 4.0599, 5.8035], [-1.9118, 2.3136, 6.2466], [-2.3325, 3.6677, 5.2205], [-0.4498, 3.4031, 7.4769], [-1.0961, 4.8592, 6.5523], [1.7218, 4.0012, 6.3655], [0.6877, 4.9576, 5.1937]],
  "nbo_charge": [0.070, -0.990, -0.600, -0.095, -0.062, -0.746, 0.097, 0.130, 0.099, 0.102, -0.548, 0.777, -0.477, -0.059, -0.452, -0.535, 0.186, 0.185, 0.209, 0.216, 0.247, 0.250, -0.545, 0.774, -0.473, -0.068, -0.449, -0.520, 0.182, 0.194, 0.216, 0.210, 0.228, 0.250, -0.524, 0.780, -0.488, -0.061, -0.436, -0.523, 0.175, 0.174, 0.213, 0.209, 0.249, 0.232],
  "energy_ha": -3248.9170,
  "total_charge": -2
}

---

{
  "formula": "C14H22N2O3S2",
  "method": "ωB97M-V with the def2-TZVPD basis set",
  "elements": ["C", "H", "H", "C", "H", "H", "C", "N", "C", "O", "C", "C", "C", "N", "S", "O", "O", "C", "C", "C", "C", "S", "H", "H", "H", "C", "C", "H", "H", "H", "H", "H", "H", "H", "H", "H", "H", "C", "H", "H", "H", "H", "H"],
  "coordinates": [[-3.7898, -1.0191, 2.1600], [-4.4596, -1.7790, 2.2211], [-3.3903, -0.5372, 3.0215], [-4.3007, 0.0662, 1.1502], [-4.6191, -0.4849, 0.0549], [-5.2909, 0.4701, 1.6822], [-3.3921, 1.0620, 1.1153], [-2.1537, 0.6615, 0.1511], [-2.1998, 0.1163, -1.0502], [-3.0929, -0.0389, -1.6694], [-0.8455, -0.2523, -1.3906], [-0.4440, -1.5061, -0.6010], [1.0678, -2.2753, -1.0245], [2.0292, -0.9205, -0.8344], [2.4148, -0.5626, 0.5584], [1.5628, 0.5173, 1.3055], [2.5376, -1.8933, 1.5364], [4.0331, -0.0070, 0.4986], [5.3057, -0.5983, 0.2680], [6.3211, 0.1271, 0.2204], [6.0153, 1.4019, -0.0715], [4.2663, 1.8200, 0.3793], [6.7327, 2.3350, -0.0914], [7.2786, -0.2745, 0.1822], [5.1896, -1.6030, 0.1999], [1.7364, 0.1069, -1.7655], [0.2785, 0.4754, -1.4563], [0.0398, 1.5510, -2.2538], [0.2419, 1.1385, -0.3836], [1.7293, -0.3418, -2.7075], [2.4256, 0.9700, -1.6969], [1.0039, -2.5203, -2.0554], [1.4363, -2.8187, -0.2034], [-0.2971, -1.3965, 0.5174], [-1.0926, -2.4867, -0.5527], [-0.8897, -0.6433, -2.3840], [-1.2344, 0.6675, 0.6070], [-3.8800, 2.3772, 0.4156], [-3.1374, 3.1653, 0.0137], [-4.3337, 2.1303, -0.7240], [-4.6374, 2.7201, 0.8414], [-3.0909, 1.6272, 2.1597], [-3.0748, -1.5472, 1.6564]],
  "nbo_charge": [-0.601, 0.211, 0.206, -0.444, 0.260, 0.213, -0.056, -0.648, 0.691, -0.566, -0.429, -0.408, -0.162, -0.759, 2.193, -0.924, -0.922, -0.481, -0.180, -0.304, -0.288, 0.383, 0.240, 0.238, 0.236, -0.241, -0.330, 0.188, 0.234, 0.204, 0.246, 0.211, 0.264, 0.230, 0.231, 0.212, 0.400, -0.578, 0.226, 0.196, 0.174, 0.232, 0.200],
  "energy_ha": -1677.8051,
  "total_charge": 0
}

---

{
  "formula": "C14H22N4O6",
  "method": "ωB97M-V with the def2-TZVPD basis set",
  "elements": ["C", "N", "C", "O", "C", "N", "C", "C", "O", "C", "C", "O", "H", "H", "H", "H", "H", "H", "H", "H", "H", "H", "H", "H", "H", "H", "C", "C", "N", "C", "O", "N", "C", "C", "O", "O", "C", "C", "H", "H", "H", "H", "H", "H", "H", "H"],
  "coordinates": [[0.0266, -4.2505, -4.2995], [-0.5624, -2.9206, -4.1459], [-0.2413, -2.0765, -3.1554], [0.5911, -2.3673, -2.3052], [-0.9761, -0.7330, -3.1224], [-1.0748, -0.1547, -1.7647], [-2.1673, 0.4599, -1.3088], [-2.1102, 1.0456, 0.0813], [-3.1933, 0.5715, -1.9670], [-0.3244, 0.2369, -4.1228], [-1.1171, 1.5224, -4.3443], [0.9724, 0.5965, -3.7180], [-0.4001, -4.7600, -5.1646], [1.1075, -4.1609, -4.4284], [-0.1652, -4.8418, -3.4014], [-1.2567, -2.6295, -4.8156], [-1.9855, -0.9281, -3.4831], [-0.2798, -0.2699, -1.1466], [-3.0724, 1.5011, 0.3132], [-1.8996, 0.2555, 0.7973], [-1.3355, 1.8071, 0.1055], [-0.2495, -0.2695, -5.0857], [-0.6518, 2.0963, -5.1460], [-1.1268, 2.1255, -3.4367], [-2.1418, 1.2823, -4.6274], [0.9294, 0.8861, -2.8023], [1.6632, 1.0895, 6.3932], [1.1018, 1.4341, 5.0433], [0.3658, 2.5112, 4.9765], [-0.1477, 2.8670, 3.7534], [-0.8431, 3.8554, 3.6312], [0.0562, 2.1115, 2.6341], [0.8213, 0.9447, 2.6414], [0.9560, 0.1812, 1.3772], [1.2410, 0.8048, 0.3661], [0.6167, -1.1355, 1.3878], [1.3777, 0.5736, 3.8627], [2.2929, -0.6309, 4.0101], [2.7544, 1.1468, 6.3742], [1.2946, 1.7868, 7.1517], [1.3666, 0.0774, 6.6794], [-0.1931, 2.5549, 1.7548], [0.3788, -1.3844, 2.2910], [3.2259, -0.3375, 4.5017], [1.8081, -1.4027, 4.6165], [2.5676, -1.0720, 3.0482]],
  "nbo_charge": [-0.411, -0.607, 0.670, -0.631, -0.158, -0.629, 0.676, -0.700, -0.639, 0.105, -0.625, -0.710, 0.207, 0.212, 0.209, 0.394, 0.236, 0.429, 0.252, 0.216, 0.213, 0.176, 0.218, 0.207, 0.216, 0.469, -0.666, 0.323, -0.456, 0.722, -0.601, -0.566, 0.112, 0.757, -0.554, -0.636, -0.117, -0.652, 0.232, 0.253, 0.227, 0.441, 0.499, 0.235, 0.221, 0.229],
  "smiles": "CNC(=O)[C@@H](NC(C)=O)[C@@H](C)O.Cc1nc(=O)[nH]c(C(=O)O)c1C",
  "energy_ha": -1217.2002,
  "total_charge": 0
}

---

{
  "formula": "C14H22N4O7P3S",
  "method": "ωB97M-V with the def2-TZVPD basis set",
  "elements": ["C", "C", "N", "C", "C", "C", "O", "O", "N", "C", "S", "C", "C", "C", "C", "O", "C", "P", "N", "O", "N", "P", "O", "O", "O", "C", "P", "C", "C", "H", "H", "H", "H", "H", "H", "H", "H", "H", "H", "H", "H", "H", "H", "H", "H", "H", "H", "H", "H", "H", "H"],
  "coordinates": [[-0.8019, 3.3227, -1.4089], [-0.0502, 2.5919, -2.5794], [0.8936, 1.5162, -2.2040], [0.5363, 0.7434, -1.0765], [1.2914, 0.9615, 0.1688], [2.4145, 2.0483, 0.2513], [3.3885, 1.9222, -0.4268], [2.3507, 3.1574, 1.0866], [1.0507, 3.6567, 1.2115], [0.6959, 3.7576, 2.4117], [-0.0281, 3.4039, 3.7963], [0.9551, 0.0960, 1.3374], [1.8103, 0.4040, 2.5777], [3.3613, -0.1811, 2.3365], [3.4242, -1.5603, 1.4717], [3.6780, -1.4249, 3.0172], [-0.1180, -0.9184, 1.2358], [-0.3773, -1.9729, 2.7929], [-0.8029, -3.6198, 2.3271], [1.1012, -2.2721, 3.5774], [-0.8789, -1.0480, 0.0368], [-2.2311, -2.1967, -0.0351], [-1.7663, -3.5551, -0.3785], [-3.0954, -2.1641, 1.3980], [-3.4075, -1.8101, -1.1175], [-0.5548, -0.2706, -1.1069], [-1.3488, -0.3859, -2.7934], [-1.4474, -2.1230, -3.4581], [-2.9303, 0.5856, -2.9475], [-1.3814, 2.6619, -0.7184], [-1.5656, 3.9991, -1.8971], [-0.0804, 4.0077, -0.9029], [-0.8073, 2.2291, -3.3246], [0.5509, 3.3770, -3.1224], [1.8710, 1.7990, -2.1975], [1.4620, 0.0361, 3.5633], [2.0634, 1.4925, 2.7155], [4.1989, 0.5861, 2.1567], [4.4471, -1.9191, 1.2148], [2.6834, -2.3676, 1.6598], [-0.0884, -3.8686, 1.6238], [-0.6735, -4.2481, 3.1247], [1.4704, -3.1297, 3.2969], [-3.0562, -1.2633, 1.7823], [-3.9300, -1.0716, -0.7332], [-2.5307, -2.4439, -3.4103], [-0.9046, -2.8065, -2.7540], [-1.1259, -2.2152, -4.5217], [-2.9600, 1.0147, -3.9879], [-2.8814, 1.4677, -2.2470], [-3.8743, -0.0015, -2.8229]],
  "nbo_charge": [-0.658, -0.227, -0.618, 0.207, -0.051, 0.767, -0.477, -0.348, -0.259, 0.208, 0.198, 0.033, -0.511, 0.101, -0.213, -0.505, -0.108, 1.230, -1.110, -0.954, -0.654, 2.419, -1.026, -0.919, -0.930, -0.054, 0.770, -0.927, -0.927, 0.197, 0.235, 0.238, 0.204, 0.228, 0.413, 0.282, 0.249, 0.234, 0.232, 0.207, 0.378, 0.410, 0.493, 0.502, 0.507, 0.246, 0.270, 0.268, 0.265, 0.248, 0.235],
  "energy_ha": -2714.1735,
  "total_charge": 1
}

---

Please write out number 6 again, unchanged.
{
  "formula": "C14H22N4O7P3S",
  "method": "ωB97M-V with the def2-TZVPD basis set",
  "elements": ["C", "C", "N", "C", "C", "C", "O", "O", "N", "C", "S", "C", "C", "C", "C", "O", "C", "P", "N", "O", "N", "P", "O", "O", "O", "C", "P", "C", "C", "H", "H", "H", "H", "H", "H", "H", "H", "H", "H", "H", "H", "H", "H", "H", "H", "H", "H", "H", "H", "H", "H"],
  "coordinates": [[-0.8019, 3.3227, -1.4089], [-0.0502, 2.5919, -2.5794], [0.8936, 1.5162, -2.2040], [0.5363, 0.7434, -1.0765], [1.2914, 0.9615, 0.1688], [2.4145, 2.0483, 0.2513], [3.3885, 1.9222, -0.4268], [2.3507, 3.1574, 1.0866], [1.0507, 3.6567, 1.2115], [0.6959, 3.7576, 2.4117], [-0.0281, 3.4039, 3.7963], [0.9551, 0.0960, 1.3374], [1.8103, 0.4040, 2.5777], [3.3613, -0.1811, 2.3365], [3.4242, -1.5603, 1.4717], [3.6780, -1.4249, 3.0172], [-0.1180, -0.9184, 1.2358], [-0.3773, -1.9729, 2.7929], [-0.8029, -3.6198, 2.3271], [1.1012, -2.2721, 3.5774], [-0.8789, -1.0480, 0.0368], [-2.2311, -2.1967, -0.0351], [-1.7663, -3.5551, -0.3785], [-3.0954, -2.1641, 1.3980], [-3.4075, -1.8101, -1.1175], [-0.5548, -0.2706, -1.1069], [-1.3488, -0.3859, -2.7934], [-1.4474, -2.1230, -3.4581], [-2.9303, 0.5856, -2.9475], [-1.3814, 2.6619, -0.7184], [-1.5656, 3.9991, -1.8971], [-0.0804, 4.0077, -0.9029], [-0.8073, 2.2291, -3.3246], [0.5509, 3.3770, -3.1224], [1.8710, 1.7990, -2.1975], [1.4620, 0.0361, 3.5633], [2.0634, 1.4925, 2.7155], [4.1989, 0.5861, 2.1567], [4.4471, -1.9191, 1.2148], [2.6834, -2.3676, 1.6598], [-0.0884, -3.8686, 1.6238], [-0.6735, -4.2481, 3.1247], [1.4704, -3.1297, 3.2969], [-3.0562, -1.2633, 1.7823], [-3.9300, -1.0716, -0.7332], [-2.5307, -2.4439, -3.4103], [-0.9046, -2.8065, -2.7540], [-1.1259, -2.2152, -4.5217], [-2.9600, 1.0147, -3.9879], [-2.8814, 1.4677, -2.2470], [-3.8743, -0.0015, -2.8229]],
  "nbo_charge": [-0.658, -0.227, -0.618, 0.207, -0.051, 0.767, -0.477, -0.348, -0.259, 0.208, 0.198, 0.033, -0.511, 0.101, -0.213, -0.505, -0.108, 1.230, -1.110, -0.954, -0.654, 2.419, -1.026, -0.919, -0.930, -0.054, 0.770, -0.927, -0.927, 0.197, 0.235, 0.238, 0.204, 0.228, 0.413, 0.282, 0.249, 0.234, 0.232, 0.207, 0.378, 0.410, 0.493, 0.502, 0.507, 0.246, 0.270, 0.268, 0.265, 0.248, 0.235],
  "energy_ha": -2714.1735,
  "total_charge": 1
}